The following is a DFT calculation (wB97M-V/def2-TZVPD) of an isolated ion of composition C3N2O4 and charge -2 at a distorted geometry.

Results
- SMILES = O=C([O-])C1(C(=O)[O-])N=N1
- lowest unoccupied orbital energy (eV) = 7.24
- max |F| (eV/A) = 4.210
- DFT total energy (eV) = -14278.9014
- energy above the lowest of the compared OMol25 structures with the same formula, charge and spin (kcal/mol) = 11.47
- net charge = -2
- E_HOMO (eV) = -0.11

Positions of all 9 atoms, in Å:
C  1.44  0.50  0.16
C  -1.50  0.38  0.07
C  0.11  -0.25  -0.15
N  0.07  -1.33  -1.01
N  0.11  -1.68  0.19
O  1.48  1.72  -0.03
O  -1.95  1.33  -0.57
O  2.34  -0.28  0.49
O  -2.11  -0.39  0.86

Electronic structure analysis, natural (NBO) charges in units of e: number 1, C, carries 0.73; number 2, C, carries 0.77; number 3, C, carries -0.09; number 4, N, carries -0.17; number 5, N, carries -0.09; number 6, O, carries -0.77; number 7, O, carries -0.77; number 8, O, carries -0.79; number 9, O, carries -0.81